# 1
9
Properties=species:S:1:pos:R:3:forces:R:3 method="wB97M-V/def2-TZVPD" de_lowest_ev=0.094 multiplicity=2 orbital_gap_ev="10.33 / 7.02" largest_force_ev_per_a=0.915 total_charge=0
N -1.58086 1.86834 1.40154 -0.107 0.452 0.788
H -2.41944 1.30579 1.34133 0.401 -0.028 -0.461
H -1.00767 1.95299 0.58199 -0.272 -0.347 -0.282
H -1.01806 1.56813 2.18276 -0.007 -0.077 -0.032
C 0.72971 0.13950 -1.35136 0.243 0.248 -0.142
S 0.55250 -1.13776 -0.12984 -0.160 -0.011 0.103
H -0.06440 0.87538 -1.35598 -0.421 -0.005 0.233
H 0.67401 -0.33255 -2.32931 0.101 -0.175 -0.181
H 1.66915 0.67292 -1.26545 0.223 -0.056 -0.026

=====

# 2
89
Properties=species:S:1:pos:R:3:forces:R:3 method="wB97M-V/def2-TZVPD" de_lowest_ev=1.087 orbital_gap_ev=6.06 largest_force_ev_per_a=1.457 total_charge=-1
Sn 0.13776 0.21685 -0.17492 0.147 0.261 -0.292
Br -4.30853 3.30709 -4.82459 -0.094 0.054 -0.028
C -2.90963 3.17787 -3.53470 -0.104 0.075 -0.340
C -1.68531 3.66616 -3.78747 -0.648 -0.047 0.022
C -0.60541 3.53835 -2.88193 0.529 0.143 0.078
C -0.69202 2.87358 -1.69232 -0.460 0.347 -0.332
O 0.24147 2.65601 -0.88113 0.193 -0.326 0.560
C -2.07159 2.25690 -1.31415 0.432 0.374 -0.606
C -2.34343 2.48356 0.10976 0.036 0.245 0.745
N -1.74952 1.74244 0.94539 0.042 -0.127 -1.337
C -1.96344 1.66136 2.28773 -0.791 0.124 1.217
C -3.21482 1.84467 2.84721 0.467 0.034 -0.426
C -3.45033 1.60369 4.20262 0.114 -0.026 0.479
C -2.44575 1.15844 5.01558 -0.261 0.030 -0.056
C -1.16423 0.91069 4.48336 0.106 0.098 -0.280
C -0.11765 0.36880 5.25738 0.239 -0.061 -0.193
C 1.09830 0.13629 4.67282 -0.221 -0.009 0.264
C 1.24926 0.43321 3.31020 0.019 0.033 -0.147
N 0.29878 0.92760 2.56075 0.374 0.162 -0.193
C -0.90143 1.17554 3.11057 -0.497 0.030 0.650
C -3.24129 2.38204 -2.32456 -0.237 0.278 0.009
H -1.49905 4.19265 -4.71281 -0.087 -0.016 -0.130
H 0.35533 3.93781 -3.16457 0.170 0.014 -0.016
H -2.98902 3.33241 0.37625 -0.005 -0.131 0.153
H -4.03828 2.13377 2.20997 -0.030 -0.014 -0.090
H -4.44399 1.75855 4.59910 -0.040 0.000 0.046
H -2.62219 0.96220 6.06332 -0.043 -0.059 0.080
H -0.29566 0.11029 6.29324 -0.018 0.066 0.053
H 1.92024 -0.28548 5.23322 0.039 -0.037 -0.006
H 2.18607 0.22604 2.80539 0.127 -0.038 0.014
H -4.21727 2.63489 -1.89370 0.048 0.027 -0.018
O 0.45320 0.07051 -4.59681 -0.077 -0.194 -0.167
C 0.56807 -0.37064 -3.46414 0.079 0.147 -0.278
N 1.32157 0.10979 -2.46160 -0.298 -0.042 0.675
C 2.44627 0.80028 -2.69653 0.030 -0.185 -0.148
O 3.20682 0.66921 -3.64665 0.149 0.176 -0.183
C 2.82807 1.74736 -1.59904 0.508 0.499 -0.251
C 3.40922 2.95304 -1.98016 0.042 0.011 -0.005
C 3.77759 3.86040 -1.00761 -0.085 -0.145 0.028
C 3.58747 3.50463 0.31881 -0.010 0.039 0.044
C 3.02766 2.26741 0.59466 0.176 0.208 0.322
N 2.64582 1.40443 -0.33179 -0.041 -0.109 -0.144
C -0.26210 -1.55938 -3.05195 -0.218 -0.303 -0.492
C -0.87254 -2.33228 -4.03638 0.060 0.070 0.043
C -1.64800 -3.41025 -3.65376 0.088 0.024 0.143
C -1.78734 -3.67798 -2.30001 -0.035 0.001 -0.029
C -1.13579 -2.85839 -1.39259 -0.238 -0.390 0.130
N -0.38508 -1.83691 -1.76117 0.214 0.229 0.055
H 3.54765 3.15206 -3.03144 0.004 -0.020 -0.076
H 4.20168 4.82090 -1.27275 0.003 -0.008 0.002
H 3.85976 4.18056 1.11836 -0.014 -0.069 0.067
H 2.88092 1.94098 1.61428 -0.046 0.114 0.178
H -0.73108 -2.05491 -5.06867 0.021 0.068 -0.084
H -2.13920 -4.03034 -4.39046 -0.024 -0.035 -0.058
H -2.39284 -4.50037 -1.95404 -0.044 -0.089 0.086
H -1.21482 -3.01232 -0.32630 -0.103 -0.093 0.060
O -1.25426 -4.39641 4.16227 -0.407 0.296 -0.071
C 0.02662 -4.49528 3.90970 0.141 -0.037 0.019
O 0.72036 -5.36222 4.39696 -0.040 0.004 0.048
C 0.61743 -3.50172 2.96553 0.342 0.038 -0.117
C 1.96308 -3.46113 2.61283 -0.486 -0.098 0.190
Cl 3.25086 -4.42004 3.15719 0.166 -0.088 -0.044
N 2.12190 -2.50186 1.67238 -0.370 -0.500 0.527
N 0.95084 -1.92724 1.40059 -0.392 0.316 -0.316
C 0.03203 -2.48495 2.16311 0.276 -0.324 0.196
C -1.38454 -1.94160 2.11423 0.143 -0.246 0.013
O -2.19532 -2.39065 2.95202 -0.176 -0.340 0.411
O -1.62418 -1.09169 1.24967 -0.037 0.259 -0.508
C 3.27993 -2.02190 1.02663 0.642 0.264 -0.425
C 4.43268 -1.75089 1.75315 -0.181 0.063 0.067
C 5.51535 -1.17200 1.11466 0.030 -0.035 0.023
C 5.45291 -0.88396 -0.23894 0.044 -0.017 -0.039
C 4.31188 -1.18392 -0.96425 0.093 -0.096 0.019
C 3.21839 -1.74932 -0.33403 -0.047 -0.202 0.203
H -1.70137 -3.57937 3.69275 0.320 -0.139 0.067
H 4.46703 -1.97349 2.80832 0.013 0.044 0.087
H 6.40567 -0.93872 1.68220 0.037 0.003 0.023
H 6.29277 -0.41733 -0.73095 0.087 0.036 -0.057
H 4.26831 -0.96012 -2.01791 -0.046 0.040 -0.138
H 2.31123 -1.96410 -0.87984 -0.083 0.029 -0.080
C -4.70143 -0.83570 -2.45898 0.093 0.010 -0.099
C -3.63421 -0.12892 -3.30346 -0.034 -0.281 0.009
C -2.96934 0.90561 -2.48044 0.131 0.336 0.044
N -1.98214 0.82731 -1.65802 0.051 -0.794 -0.055
H -5.15302 -1.64330 -3.02934 -0.096 -0.075 -0.049
H -5.48584 -0.13849 -2.17118 -0.092 0.023 0.094
H -4.25283 -1.25712 -1.56241 -0.004 -0.022 0.109
H -4.10584 0.33978 -4.17131 0.163 0.025 0.042
H -2.90530 -0.86132 -3.65242 0.027 0.101 0.010

=====

Copy entry 1 word for word.
9
Properties=species:S:1:pos:R:3:forces:R:3 method="wB97M-V/def2-TZVPD" de_lowest_ev=0.094 multiplicity=2 orbital_gap_ev="10.33 / 7.02" largest_force_ev_per_a=0.915 total_charge=0
N -1.58086 1.86834 1.40154 -0.107 0.452 0.788
H -2.41944 1.30579 1.34133 0.401 -0.028 -0.461
H -1.00767 1.95299 0.58199 -0.272 -0.347 -0.282
H -1.01806 1.56813 2.18276 -0.007 -0.077 -0.032
C 0.72971 0.13950 -1.35136 0.243 0.248 -0.142
S 0.55250 -1.13776 -0.12984 -0.160 -0.011 0.103
H -0.06440 0.87538 -1.35598 -0.421 -0.005 0.233
H 0.67401 -0.33255 -2.32931 0.101 -0.175 -0.181
H 1.66915 0.67292 -1.26545 0.223 -0.056 -0.026